1.
Density functional theory data (the ωB97M-V functional and the def2-TZVPD basis) for a structure of composition C28H33CrF5N2PS3.

Structure (ORCA input):
```
! RIJCOSX wB97M-V def2-TZVPD def2/J DEFGRID3
* xyz 0 4
Cr 1.15336 -2.12180 -0.49293
F 3.98913 -1.36875 5.52848
C 3.87490 -1.43773 4.20231
C 2.68996 -1.86630 3.62262
F 1.64437 -2.21025 4.37302
C 2.62162 -1.91477 2.24628
F 1.42965 -2.32714 1.67774
C 3.64821 -1.56710 1.38707
S 3.47490 -1.70962 -0.34935
C 4.82223 -1.13593 2.00529
F 5.86958 -0.77050 1.26583
C 4.93835 -1.07192 3.38539
F 6.07370 -0.65338 3.94058
S 1.19109 -2.18695 -2.75452
C -0.16715 -3.20081 -3.14301
C -0.53833 -3.26298 -4.52435
N -0.82314 -3.27036 -5.63669
C -0.87218 -3.85808 -2.19007
S -0.48744 -3.73098 -0.50259
C -2.01895 -4.64393 -2.53361
N -2.93808 -5.27433 -2.80869
C -3.17959 1.10101 -3.24844
C -1.76746 0.89729 -3.78110
C -0.73804 0.98391 -2.64503
C -1.31537 0.44319 -1.32183
C -2.33423 -0.65784 -1.62450
C -3.56501 -0.04828 -2.30494
P -0.01347 -0.06734 -0.13010
C -0.79524 -0.05521 1.55883
C -1.58795 -1.33024 1.90733
C -2.34418 -1.12116 3.21516
C -3.46196 -0.08226 3.03970
C -3.14008 0.88699 1.89998
C -1.64998 1.20617 1.86468
C 1.24789 1.27325 -0.03742
C 2.11603 1.44169 -1.29080
C 3.42625 2.12048 -0.88392
C 3.18803 3.21918 0.16744
C 1.76531 3.75639 0.06167
C 0.74155 2.66142 0.40217
H -3.89691 1.17465 -4.06609
H -3.22297 2.05648 -2.71584
H -1.52565 1.63944 -4.54200
H -1.70027 -0.07653 -4.27165
H -0.43080 2.02282 -2.50464
H 0.15264 0.41827 -2.92679
H -1.84617 1.25724 -0.81746
H -2.63288 -1.21254 -0.73531
H -1.86038 -1.38079 -2.28707
H -4.26478 0.31257 -1.54694
H -4.08157 -0.83328 -2.85854
H 0.07995 -0.03596 2.22288
H -0.92178 -2.18517 1.99518
H -2.29896 -1.58346 1.12041
H -1.63714 -0.79544 3.98325
H -2.75597 -2.06966 3.55992
H -3.59162 0.47799 3.96716
H -4.41264 -0.57997 2.84200
H -3.71186 1.80901 2.01467
H -3.44015 0.46000 0.94035
H -1.34809 1.60481 2.83648
H -1.46337 2.00521 1.15012
H 1.90557 0.88258 0.75514
H 1.58150 2.05833 -2.01486
H 2.32612 0.49230 -1.78143
H 3.90194 2.54082 -1.77089
H 4.10871 1.36377 -0.49049
H 3.91179 4.02505 0.04451
H 3.34395 2.82127 1.17431
H 1.59672 4.12314 -0.95329
H 1.61566 4.60909 0.72505
H -0.21259 2.89700 -0.07574
H 0.56369 2.65593 1.47988
*
```

Values from the calculation:
M = 671.75 g mol⁻¹
Largest force on an atom = 0.49 eV Å⁻¹
Energy above the lowest of the compared OMol25 structures with the same formula, charge and spin = 0.0 kJ/mol
Orbital gap (alpha / beta) = 6.707 / 7.917 eV

2.
Density functional theory data (the ωB97M-V functional and the def2-TZVPD basis) for a structure of composition C28H33F3N4ORbS3.

Structure (ORCA input):
```
! RIJCOSX wB97M-V def2-TZVPD def2/J DEFGRID3
* xyz -1 1
Rb -0.01045 -1.15783 -1.29613
C -3.02487 -3.10076 -3.97131
C -4.08595 -2.15157 -3.41687
S -3.40220 -0.71113 -2.55117
C -4.33189 -0.72667 -0.99416
C -4.28905 -2.01240 -0.17723
S -2.61002 -2.48975 0.29753
C -2.53793 -4.24192 -0.15053
C -2.80456 -4.59573 -1.61009
S -1.76721 -3.71550 -2.82328
H -2.43728 -2.58957 -4.73683
H -3.51884 -3.94654 -4.45536
H -4.74779 -2.67654 -2.73022
H -4.70598 -1.79944 -4.24340
H -5.36940 -0.44768 -1.19097
H -3.86997 0.08559 -0.42891
H -4.74075 -2.84284 -0.71852
H -4.89017 -1.86349 0.72277
H -3.21457 -4.81203 0.48931
H -1.50660 -4.49515 0.10649
H -3.84695 -4.42327 -1.88158
H -2.61913 -5.66432 -1.73019
C 2.79493 -1.65903 1.81978
C 1.56647 -0.79540 2.10430
C 1.90891 0.66589 2.25621
C 2.11066 1.19275 3.52772
C 2.44248 2.52441 3.72076
C 2.56605 3.35266 2.61621
C 2.37384 2.86476 1.32977
C 2.47451 3.79634 0.14786
C 3.88040 3.86512 -0.45201
C 2.06264 1.50634 1.14203
N 1.76842 1.06721 -0.16054
C 2.70094 0.66670 -0.94934
C 2.53894 0.36093 -2.34224
C 3.48800 -0.31320 -3.13382
C 2.90967 -0.45935 -4.38979
C 1.64043 0.14877 -4.28756
N 1.40650 0.64660 -3.06947
H 2.51869 -2.70848 1.73352
H 3.52805 -1.53895 2.62133
H 3.26970 -1.36403 0.88272
H 1.09412 -1.13614 3.02952
H 0.82673 -0.92005 1.31470
H 1.99380 0.53556 4.38359
H 2.58074 2.91641 4.72060
H 2.79560 4.40520 2.74940
H 2.17554 4.79946 0.46776
H 1.77605 3.46900 -0.62604
H 4.60833 4.16392 0.30535
H 3.91869 4.58611 -1.27084
H 4.18314 2.89554 -0.84766
H 3.72018 0.53047 -0.56229
H 4.45977 -0.65786 -2.80866
H 3.33373 -0.93350 -5.26217
H 0.90367 0.25335 -5.07548
O 1.47386 -5.71019 1.01930
C 1.05597 -4.69504 0.51027
N 0.63951 -3.69861 0.01559
F -0.28939 5.04046 3.01251
C -1.03626 4.02259 3.46117
F -2.25629 4.53408 3.74962
F -0.51403 3.61574 4.62826
C -1.14969 2.90060 2.46584
C -1.59500 1.65932 2.89029
C -1.74897 0.66560 1.93948
N -1.49416 0.84801 0.64426
C -1.04654 2.03815 0.25403
C -0.86140 3.10088 1.12990
H -1.80291 1.46615 3.93387
H -2.07854 -0.32817 2.22423
H -0.80075 2.14288 -0.79643
H -0.48416 4.04851 0.77322
*
```

Values from the calculation:
M = 680.26 g mol⁻¹
Largest force on an atom = 0.20 eV Å⁻¹
Energy above the lowest of the compared OMol25 structures with the same formula, charge and spin = 24.1 kJ/mol
Orbital gap = 6.255 eV

3.
Density functional theory data (the ωB97M-V functional and the def2-TZVPD basis) for a structure of composition C28H33GeIrN2OP.

Structure (ORCA input):
```
! RIJCOSX wB97M-V def2-TZVPD def2/J DEFGRID3
* xyz 1 1
Ir -0.21094 0.43780 0.02896
C 2.00641 0.06742 5.79644
C 2.36542 -0.62291 4.64575
C 1.55058 -0.56688 3.52779
C 0.37341 0.18256 3.56036
C 0.01860 0.87926 4.71366
C 0.83786 0.81408 5.83096
P -0.69806 0.15776 2.12240
C -1.85330 1.56205 2.29210
C -1.33798 2.85943 2.22677
C -2.18492 3.95174 2.29023
C -3.55594 3.76004 2.41444
C -4.07475 2.47586 2.47618
C -3.22698 1.37681 2.41936
C -1.70854 -1.33024 2.15979
C -2.20686 -1.96631 3.26678
C -2.99537 -3.12155 3.09845
C -3.21811 -3.63811 1.85266
C -2.65228 -3.04365 0.69996
C -2.74507 -3.60874 -0.59467
C -2.06595 -3.04333 -1.63277
C -1.28817 -1.87386 -1.45514
C -1.22230 -1.25442 -0.22776
C -1.90163 -1.85884 0.86936
H 2.64199 0.02300 6.67083
H 3.27911 -1.20110 4.62013
H 1.82290 -1.10892 2.63011
H -0.88961 1.46732 4.74221
H 0.56376 1.35229 6.72834
H -0.26812 3.01769 2.13249
H -1.77800 4.95327 2.24411
H -4.21703 4.61468 2.47245
H -5.14144 2.32486 2.57737
H -3.63983 0.37742 2.46943
H -2.01230 -1.58397 4.26195
H -3.40721 -3.61341 3.96935
H -3.80047 -4.54445 1.73858
H -3.32194 -4.51336 -0.73903
H -2.10965 -3.49754 -2.61451
H -0.75853 -1.46045 -2.30764
C 4.46374 0.85636 -1.06191
Ge 2.54039 1.18727 -1.12111
C 1.83442 0.89400 -2.92252
C 2.09840 2.99372 -0.49542
C 1.72119 -0.12898 0.14144
H 4.97455 1.56249 -1.71748
H 4.68731 -0.15410 -1.40165
H 4.85206 0.97918 -0.05181
H 2.32997 1.56259 -3.62685
H 0.76122 1.08892 -2.97192
H 2.02219 -0.13192 -3.24011
H 2.59516 3.74593 -1.10807
H 2.42346 3.12822 0.53707
H 1.02094 3.17615 -0.55125
H 2.19970 -0.03318 1.12054
H 1.91972 -1.14993 -0.19932
C -4.13750 3.05730 -3.24792
N -2.85062 2.86040 -2.60935
C -2.49261 1.76536 -1.92442
N -3.36231 0.74267 -1.85448
O -1.37568 1.73894 -1.34512
H -4.16761 4.06110 -3.66071
H -4.95635 2.96112 -2.53252
H -4.28607 2.35610 -4.07140
H -2.18626 3.61424 -2.56940
H -4.19397 0.72311 -2.41720
H -3.04062 -0.12045 -1.44156
*
```

Values from the calculation:
M = 709.39 g mol⁻¹
Largest force on an atom = 0.91 eV Å⁻¹
Orbital gap = 7.634 eV